[1]
# C11H35BNbO8S4

C11H35BNbO8S4 as an isolated structure (the ωB97M-V functional and the def2-TZVPD basis, OMol25).

As for the multiplicity: 1. As for the net charge: -1. The value obtained for the HOMO-LUMO gap is 6.4 eV. The LUMO energy is 0.07900 hartree.

Last column: Mulliken charge in e.
CARTESIAN COORDINATES (ANGSTROEM)
1 C -1.04 2.89 1.97  -0.44
2 O -1.77 2.48 3.11  -0.31
3 B -1.65 1.16 3.51  0.49
4 O -2.19 0.96 4.78  -0.51
5 Nb -0.68 -0.68 2.37  -0.87
6 C 0.54 -1.31 4.27  -1.06
7 C 1.94 -1.44 3.86  0.67
8 O 2.48 -2.46 3.49  -0.62
9 O 2.63 -0.24 3.92  -0.42
10 H -1.16 3.97 1.88  0.21
11 H 0.03 2.70 2.06  0.16
12 H -1.43 2.45 1.06  0.23
13 H -1.82 0.14 5.11  0.30
14 H 0.79 0.34 1.92  0.00
15 H 0.10 -2.09 1.45  -0.02
16 H -2.15 -1.68 2.89  -0.07
17 H -1.47 -0.16 0.84  0.31
18 H 0.50 -0.52 5.02  0.40
19 H 0.17 -2.25 4.66  0.32
20 H 2.87 -0.01 3.02  0.28
21 C -3.65 0.12 -3.19  -0.98
22 S -2.72 -1.22 -2.42  0.49
23 O -1.97 -0.66 -1.28  -0.53
24 C -1.56 -1.40 -3.77  -0.81
25 H -4.42 0.44 -2.48  0.32
26 H -2.98 0.95 -3.40  0.24
27 H -4.12 -0.24 -4.10  0.36
28 H -1.04 -0.45 -3.94  0.15
29 H -2.08 -1.72 -4.68  0.41
30 H -0.84 -2.17 -3.50  0.33
31 C 2.64 2.41 -4.77  -0.92
32 S 1.34 1.63 -5.73  0.44
33 O 0.10 1.68 -4.91  -0.57
34 C 1.98 -0.05 -5.60  -0.94
35 H 2.41 3.46 -4.69  0.31
36 H 2.68 1.96 -3.78  0.31
37 H 3.59 2.28 -5.29  0.35
38 H 2.07 -0.33 -4.55  0.31
39 H 2.95 -0.10 -6.09  0.39
40 H 1.28 -0.71 -6.11  0.30
41 C -1.97 -5.11 -0.58  -0.82
42 S -1.11 -5.44 -2.12  0.45
43 O -1.47 -4.34 -3.05  -0.54
44 C -2.09 -6.88 -2.60  -1.00
45 H -1.53 -4.22 -0.14  0.24
46 H -3.03 -4.95 -0.78  0.28
47 H -1.83 -5.96 0.10  0.39
48 H -3.14 -6.60 -2.66  0.30
49 H -1.95 -7.67 -1.87  0.38
50 H -1.74 -7.21 -3.57  0.32
51 C 1.60 5.52 3.90  -0.87
52 S 3.13 5.05 3.09  0.46
53 O 2.81 3.93 2.17  -0.56
54 C 3.90 4.33 4.55  -0.89
55 H 0.94 5.96 3.15  0.29
56 H 1.13 4.64 4.34  0.26
57 H 1.82 6.26 4.67  0.38
58 H 3.27 3.53 4.94  0.27
59 H 4.05 5.11 5.30  0.35
60 H 4.86 3.92 4.25  0.31



[2]
# C30H30AsN6O7S3Yb

C30H30AsN6O7S3Yb as an isolated structure (the ωB97M-V functional and the def2-TZVPD basis, OMol25).

As for the multiplicity: 2. The value obtained for the energy relative to the best compared isomer or geometry (same formula, charge and spin) is 0.0 kcal per mole. The value obtained for the HOMO-LUMO gap (alpha / beta) is 7.5 / 7.5 eV. The LUMO energy (alpha / beta) is -0.00944 / -0.00930 hartree.

Last column: Mulliken charge in e.
CARTESIAN COORDINATES (ANGSTROEM)
1 Yb 1.63 -1.96 1.47  0.90
2 N -0.80 -5.68 0.12  -0.43
3 C -0.30 -4.63 0.80  0.63
4 S 1.42 -4.60 1.03  -0.55
5 N -1.21 -3.80 1.24  -1.19
6 N -0.71 -2.69 1.85  0.49
7 C -1.52 -2.03 2.57  0.34
8 C -2.97 -2.36 2.75  0.26
9 C -3.53 -2.30 4.02  -0.11
10 C -4.88 -2.57 4.22  -0.86
11 C -5.69 -2.89 3.14  -0.40
12 C -5.14 -2.95 1.87  -0.76
13 C -3.79 -2.69 1.67  -0.32
14 C -0.93 -0.87 3.30  0.25
15 C -1.71 0.19 3.73  -0.34
16 C -1.11 1.22 4.43  -0.77
17 C 0.24 1.16 4.69  -0.69
18 C 0.95 0.09 4.19  -0.39
19 N 0.39 -0.90 3.48  -0.24
20 H -0.18 -6.44 -0.12  0.20
21 H -1.79 -5.81 0.08  0.23
22 H -2.90 -2.07 4.88  0.50
23 H -5.30 -2.53 5.22  0.40
24 H -6.75 -3.10 3.29  0.38
25 H -5.77 -3.20 1.02  0.38
26 H -3.37 -2.75 0.68  0.44
27 H -2.77 0.20 3.51  0.63
28 H -1.70 2.07 4.77  0.45
29 H 0.75 1.93 5.26  0.49
30 H 2.02 0.01 4.37  0.56
31 O 3.78 -1.22 -2.36  -0.56
32 As 3.06 -1.00 -0.78  0.71
33 O 1.47 -1.47 -0.75  -0.66
34 O 3.79 -2.00 0.33  -0.77
35 C 3.26 0.85 -0.48  0.78
36 C 3.71 1.79 -1.40  -0.16
37 C 3.71 3.13 -1.03  -0.82
38 C 3.26 3.50 0.24  -0.70
39 C 2.82 2.55 1.15  -0.45
40 C 2.84 1.22 0.79  -0.82
41 S 3.99 -0.64 2.56  0.78
42 O 4.22 0.24 3.68  -0.49
43 O 3.12 -1.81 2.96  -0.47
44 O 2.43 0.24 1.67  0.49
45 H 3.99 -2.16 -2.46  0.32
46 H 4.04 1.48 -2.38  0.51
47 H 4.06 3.89 -1.73  0.43
48 H 3.26 4.55 0.52  0.43
49 H 2.47 2.82 2.14  0.50
50 C -1.33 4.29 -0.60  -1.08
51 C -1.65 3.60 -1.92  -0.36
52 C -0.47 2.85 -2.52  -0.68
53 N 0.17 1.89 -1.59  0.86
54 C -0.48 0.83 -1.05  -1.20
55 S -0.44 0.48 0.58  0.39
56 N -1.20 0.01 -1.89  0.26
57 C -1.21 -0.27 -3.27  0.24
58 O -2.14 -0.91 -3.71  -0.61
59 C -0.06 0.12 -4.14  -0.58
60 C 1.24 -0.12 -3.74  0.92
61 C 2.29 0.16 -4.60  -0.66
62 C 2.04 0.73 -5.85  -0.55
63 C 0.73 0.96 -6.25  -0.69
64 C -0.33 0.64 -5.41  -0.22
65 H -2.18 4.89 -0.26  0.42
66 H -0.47 4.97 -0.71  0.27
67 H -1.09 3.57 0.18  0.17
68 H -1.98 4.34 -2.66  0.43
69 H -2.48 2.89 -1.78  0.24
70 H 0.31 3.56 -2.81  0.52
71 H -0.77 2.33 -3.42  0.09
72 H 0.75 2.32 -0.89  0.10
73 H -1.81 -0.61 -1.38  0.05
74 H 1.42 -0.57 -2.77  0.47
75 H 3.31 -0.06 -4.30  0.38
76 H 2.86 0.97 -6.51  0.40
77 H 0.52 1.38 -7.23  0.40
78 H -1.36 0.79 -5.71  0.47